{
  "formula": "C4H5Br2NO2S",
  "method": "ωB97M-V/def2-TZVPD",
  "elements": ["C", "H", "H", "H", "N", "C", "S", "O", "Br", "H", "Br", "C", "C", "H", "O"],
  "positions_angstrom": [[-0.9602, 0.2978, -0.2016], [-1.6403, 0.0079, -0.9588], [0.0123, -2.0273, 1.2343], [-1.3862, 0.3780, 0.7207], [-3.1384, -2.2356, 0.1901], [-1.9821, -2.2420, 0.2186], [0.8998, 0.4448, -0.1545], [1.4807, -0.0667, -1.3261], [0.4707, -2.7368, -1.1635], [0.8116, 2.5589, 1.0346], [2.9514, 2.4497, -0.3086], [-0.6096, -2.1335, 0.2588], [1.1251, 2.2992, -0.0066], [0.5475, 3.0493, -0.6116], [1.4176, -0.0438, 1.0742]],
  "forces_ev_per_a": [[2.91, 1.46, -1.05], [0.22, -0.13, -1.24], [-1.56, 0.03, -1.86], [-0.89, 0.40, 2.56], [-0.45, 0.04, -0.05], [0.33, -0.11, 0.06], [-3.00, 1.84, 0.10], [0.51, 0.18, -1.98], [-0.95, -0.26, 0.51], [0.68, -0.53, -0.60], [1.44, 0.75, -0.03], [2.45, -2.08, 1.68], [-1.97, 0.21, 0.70], [0.47, -1.43, -0.14], [-0.20, -0.37, 1.34]],
  "nbo_charge": [-0.5148, 0.2146, 0.2884, 0.1766, -0.2522, 0.1528, 2.1177, -0.9274, 0.2071, 0.2506, 0.1087, -0.3801, -0.7559, 0.2602, -0.9464],
  "spin_multiplicity": 3,
  "e_lumo_ev": [0.4, -2.8],
  "orbital_gap_ev": [8.93, 7.89],
  "total_energy_ha": -5906.64121
}

***

{
  "formula": "C6H16O3",
  "method": "ωB97M-V/def2-TZVPD",
  "elements": ["C", "H", "H", "H", "C", "H", "H", "H", "O", "H", "H", "C", "C", "O", "H", "H", "H", "C", "H", "H", "H", "C", "H", "H", "O"],
  "positions_angstrom": [[1.9402, -2.1983, -0.8739], [-0.2954, 0.6464, -0.0551], [1.4100, -3.1645, -0.5374], [-3.0158, -0.3248, -1.1918], [-0.9528, -0.2116, -0.3136], [3.0214, -2.1229, -1.0241], [-2.0983, -1.7013, -2.5183], [1.6622, -0.2622, -1.5706], [2.4929, 1.9989, 1.1538], [-0.6752, 2.8682, 0.2378], [-1.4324, -1.2302, 2.7944], [-1.0358, -1.7552, -2.2643], [-0.3741, -1.1289, -1.3251], [-0.5098, -0.7304, 2.9186], [-0.1773, -1.2107, 3.8235], [3.1578, 2.3324, 0.6085], [-0.7887, 3.0986, 1.7950], [-2.3899, 0.3289, -0.6610], [-0.4909, -2.1415, -3.1059], [-0.9383, -0.7636, 0.7061], [-2.8006, 0.9376, 0.1588], [1.1904, -1.1434, -1.2450], [1.7666, 2.5800, 1.1799], [-2.0875, 1.0107, -1.5861], [-0.2938, 3.2438, 0.9754]],
  "forces_ev_per_a": [[-1.65, -0.29, -0.35], [-0.15, -0.52, -0.57], [1.23, 1.57, -0.56], [-1.17, -1.28, 0.30], [-1.55, -0.56, 2.67], [-0.36, -0.34, 0.52], [0.20, 0.16, 0.77], [0.52, 1.18, -0.30], [-0.02, -2.36, 1.44], [-1.71, -1.44, -2.05], [2.96, 1.67, 0.35], [-0.54, -0.10, -1.90], [2.64, 1.14, 1.08], [-1.93, -3.52, 3.14], [-1.07, 1.85, -3.32], [1.39, 1.04, -1.30], [-0.08, -0.26, -0.76], [3.51, 2.53, -1.72], [0.41, -0.75, 0.06], [-0.14, 0.70, -1.60], [-0.20, -0.44, -0.53], [-1.73, -2.41, 0.10], [-1.47, 1.32, -0.18], [-0.96, -0.57, 1.88], [1.87, 1.69, 2.83]],
  "nbo_charge": [-0.3957, 0.2212, 0.2047, 0.2153, -0.4511, 0.2059, 0.1956, 0.1983, -0.9517, 0.4773, 0.4681, -0.4242, -0.0073, -0.9398, 0.4764, 0.4615, 0.4887, -0.6167, 0.2018, 0.2316, 0.2131, -0.1935, 0.4866, 0.1930, -0.9592],
  "smiles": "C=CC(=C)CC.O.O.O",
  "e_lumo_ev": 0.5,
  "orbital_gap_ev": 9.72,
  "total_energy_ha": -463.81689,
  "de_lowest_kcal_mol": 59.69
}

***

{
  "formula": "C4H17N2O2",
  "method": "ωB97M-V/def2-TZVPD",
  "elements": ["C", "C", "H", "H", "N", "H", "H", "H", "H", "N", "H", "H", "H", "C", "H", "H", "H", "O", "H", "H", "H", "O", "C", "H", "H"],
  "positions_angstrom": [[0.5710, 0.6907, -0.2411], [-0.8265, 0.4724, 1.8979], [-1.5909, 1.1035, 2.4126], [-0.6166, 4.0045, -1.1843], [-0.8265, -1.1118, -1.0667], [-0.7187, 4.6012, 0.3097], [0.5441, 1.4808, -1.1401], [-0.9323, -0.6092, 1.9849], [1.3856, 0.7581, 0.4660], [-0.7561, 1.0307, 0.4946], [1.0469, -0.7273, -1.7959], [-1.5318, -3.0828, -1.3855], [-1.6868, 0.8961, 0.0175], [-0.9475, -2.2914, -1.9095], [3.0305, -1.5397, 2.2130], [-1.1884, -1.4926, -0.1700], [1.2314, -1.3045, -0.2360], [2.8589, -1.6766, 1.2363], [-0.0108, -2.7594, -2.3110], [3.0568, -2.5079, 0.9341], [0.1726, 0.7329, 2.4837], [-0.4463, 3.8997, -0.2080], [0.5991, -0.7519, -0.8608], [-0.7589, 2.0382, 0.7429], [-1.6590, -1.8537, -2.6843]],
  "forces_ev_per_a": [[-1.54, 1.12, -3.19], [1.65, 1.31, 1.76], [0.25, -1.16, -0.24], [0.07, 0.48, 1.87], [1.35, -1.18, 2.31], [-1.02, 2.64, 0.98], [0.59, -1.61, 2.30], [-0.43, 0.26, -0.33], [0.00, 0.76, 0.12], [0.32, 0.15, 1.67], [0.85, 0.36, -1.82], [0.55, 0.41, -0.41], [1.63, -0.46, -0.12], [-2.15, -0.30, -1.81], [-0.04, -0.92, -1.94], [0.44, 0.87, -0.43], [0.34, -1.54, 1.05], [-0.94, 4.20, 2.51], [-0.83, 0.77, 0.27], [1.03, -3.28, -0.46], [-1.90, -0.46, -1.57], [0.86, -3.17, -2.73], [-2.77, 2.44, 1.38], [0.44, -0.13, -1.17], [1.22, -1.56, 0.00]],
  "nbo_charge": [-0.2033, -0.4400, 0.2341, 0.5061, -0.6467, 0.4923, 0.2327, 0.2363, 0.2362, -0.5414, 0.2130, 0.2029, 0.4608, -0.4384, 0.4951, 0.3458, 0.2176, -0.9704, 0.2084, 0.4826, 0.2342, -0.9846, -0.2528, 0.4648, 0.2148],
  "e_lumo_ev": -2.9,
  "total_charge": 1,
  "orbital_gap_ev": 10.00,
  "total_energy_ha": -422.28311,
  "de_lowest_kcal_mol": 68.77
}